{"formula": "C15H10Cl2N2O2", "method": "the ωB97M-V functional and the def2-TZVPD basis", "elements": ["O", "Cl", "Cl", "N", "O", "C", "C", "C", "C", "C", "C", "C", "C", "C", "C", "C", "C", "C", "C", "N", "C", "H", "H", "H", "H", "H", "H", "H", "H", "H", "H"], "coordinates": [[-0.80, 1.76, -1.80], [0.60, -5.34, 2.51], [-3.12, -1.77, 4.08], [2.02, 1.89, 1.16], [-1.85, 0.04, 2.08], [0.00, 1.59, -0.89], [2.12, 2.45, 0.02], [3.21, 3.41, -0.11], [3.38, 4.13, -1.24], [2.47, 3.92, -2.35], [0.37, -0.57, 0.32], [1.42, 3.05, -2.22], [-0.35, 0.61, 0.13], [-1.09, -3.38, 3.20], [0.45, -2.75, 1.50], [-0.04, -3.72, 2.36], [-1.72, -2.13, 3.09], [-1.25, -1.18, 2.17], [-0.13, -1.49, 1.37], [1.20, 2.30, -1.03], [-1.60, 0.89, 0.93], [2.67, 2.12, 1.90], [3.90, 3.58, 0.71], [4.16, 4.90, -1.25], [2.65, 4.40, -3.31], [1.25, -0.81, -0.28], [0.72, 2.91, -3.06], [-1.50, -4.12, 3.89], [1.33, -3.01, 0.88], [-1.57, 1.90, 1.33], [-2.50, 0.82, 0.30]], "mulliken_charge": [-0.601, -0.220, -0.204, -0.588, -0.560, -0.048, 0.951, -0.745, -0.320, -0.511, -0.444, -0.351, 0.739, -0.344, -0.536, -0.089, 0.128, -0.153, 1.178, 0.105, -0.690, 0.207, 0.254, 0.366, 0.366, 0.386, 0.357, 0.397, 0.365, 0.369, 0.234], "multiplicity": 1, "e_above_lowest_kcal_mol": 0.0, "gap_ev": 7.7, "lumo_energy_ha": -0.020, "total_energy_ha": -1757.92635, "fmax_ev_per_a": 4.27}



{"formula": "C15H10ClN4O4S", "method": "the ωB97M-V functional and the def2-TZVPD basis", "elements": ["N", "C", "C", "C", "C", "C", "S", "C", "Cl", "O", "O", "C", "C", "H", "H", "H", "H", "H", "H", "C", "C", "C", "C", "C", "N", "O", "O", "C", "C", "N", "N", "H", "H", "H", "H"], "coordinates": [[-5.62, 0.82, 1.99], [-4.47, 0.77, 1.81], [-3.05, 0.70, 1.60], [-2.39, -0.53, 1.61], [-1.01, -0.60, 1.41], [-0.29, 0.58, 1.21], [1.51, 0.52, 0.99], [2.13, 0.47, 2.59], [3.77, 0.42, 2.83], [1.78, -0.72, 0.30], [1.81, 1.78, 0.35], [-0.94, 1.81, 1.18], [-2.31, 1.87, 1.38], [-2.96, -1.45, 1.77], [-0.49, -1.56, 1.41], [1.46, 0.63, 3.43], [-0.38, 2.72, 0.98], [-2.82, 2.83, 1.36], [1.76, -4.31, 5.01], [1.82, -3.43, 5.67], [1.74, -3.60, 7.08], [1.40, -4.88, 7.63], [1.19, -5.04, 8.99], [1.37, -3.94, 9.86], [1.16, -4.12, 11.25], [1.34, -3.15, 12.02], [0.80, -5.25, 11.66], [1.76, -2.68, 9.34], [1.95, -2.51, 7.98], [1.79, -2.22, 5.14], [1.69, -1.47, 4.26], [1.30, -5.72, 6.95], [0.90, -5.99, 9.41], [1.89, -1.87, 10.05], [2.27, -1.54, 7.61]], "mulliken_charge": [-0.546, 0.048, 0.501, -0.571, -0.233, -0.137, 1.177, -0.555, -0.279, -0.670, -0.702, -0.328, -0.593, 0.397, 0.432, 0.413, 0.426, 0.399, 0.382, -0.529, 0.993, -0.780, -0.308, -0.025, 0.916, -0.612, -0.614, -0.420, -0.617, 0.313, -0.394, 0.300, 0.432, 0.436, 0.350], "multiplicity": 1, "gap_ev": 3.9, "lumo_energy_ha": 0.037, "total_energy_ha": -1955.77993, "charge": -1, "fmax_ev_per_a": 4.44}



{"formula": "C15H10N3O3SeW", "method": "the ωB97M-V functional and the def2-TZVPD basis", "elements": ["W", "O", "C", "C", "C", "C", "C", "C", "C", "O", "N", "N", "C", "C", "C", "C", "C", "C", "C", "O", "H", "H", "H", "H", "H", "H", "H", "H", "H", "H", "Se", "C", "N"], "coordinates": [[-0.60, 0.81, -1.38], [3.43, -1.31, -2.44], [3.75, -0.96, -1.22], [5.05, -1.26, -0.81], [5.45, -0.94, 0.46], [4.59, -0.29, 1.40], [3.33, 0.02, 1.04], [2.84, -0.29, -0.29], [1.57, 0.03, -0.62], [0.98, -0.18, -1.83], [0.66, 0.79, 0.19], [-0.54, 0.02, 0.40], [-1.48, 0.27, 1.34], [-2.80, 0.01, 0.99], [-3.78, -0.16, 2.01], [-5.02, -0.64, 1.70], [-5.34, -0.93, 0.37], [-4.42, -0.71, -0.67], [-3.18, -0.23, -0.38], [-2.34, 0.13, -1.41], [2.52, -1.12, -2.71], [5.71, -1.75, -1.51], [6.46, -1.18, 0.77], [4.96, -0.06, 2.39], [2.66, 0.52, 1.73], [-1.18, 0.57, 2.34], [-3.50, 0.03, 3.04], [-5.76, -0.80, 2.47], [-6.32, -1.30, 0.12], [-4.71, -0.89, -1.70], [-1.22, 5.41, -2.23], [-0.98, 3.82, -1.91], [-0.80, 2.59, -1.67]], "mulliken_charge": [1.303, -0.494, 0.704, -0.831, -0.201, -0.886, -0.432, 0.258, 1.590, -0.627, -0.423, -0.094, -0.404, 0.896, -0.737, -0.754, -0.319, -0.591, 0.801, -0.644, 0.422, 0.505, 0.442, 0.466, 0.512, 0.456, 0.429, 0.461, 0.432, 0.499, 0.359, 0.792, -0.891], "multiplicity": 1, "e_above_lowest_kcal_mol": 3.8, "gap_ev": 5.1, "lumo_energy_ha": -0.483, "total_energy_ha": -3434.93576, "charge": 3, "fmax_ev_per_a": 1.09}



Question: Which formula does entry 3 have?
Answer: C15H10N3O3SeW



Question: What is the formula in the first record?
Answer: C15H10Cl2N2O2